ORCA calculation (the ωB97M-V functional and the def2-TZVPD basis) on a cluster of 12 separate species, C26H57Cl18NO3 in total in a non-equilibrium geometry.

As for the SMILES: CC(N)=O.CC(C)O.CC(C)O.ClCCCl.ClCCCl.ClCCCl.ClCCCl.ClCCCl.ClCCCl.ClCCCl.ClCCCl.ClCCCl. The net charge is 0. The gap between HOMO and LUMO comes out at 10.2 eV. The calculated total energy comes out at -260925.0273 eV. Its LUMO energy is 0.10 eV.

Each atom is followed by the atoms it is bonded to, with distances in Å.
Geometry (Å):
1 C 1.699 5.502 -0.867  C2 1.481, H5 1.090, H6 1.090, H7 1.090
2 C 1.222 4.172 -1.313  C1 1.481, N3 1.323, O4 1.249
3 N 0.863 4.059 -2.582  C2 1.323, H8 1.010, H9 1.010
4 O 1.228 3.158 -0.585  C2 1.249
5 H 2.459 5.317 -0.108  C1 1.090
6 H 0.945 6.180 -0.467  C1 1.090
7 H 2.203 6.031 -1.675  C1 1.090
8 H 0.685 3.138 -2.956  N3 1.010
9 H 0.713 4.835 -3.211  N3 1.010
10 C -1.404 -1.015 -0.223  C11 1.578, H14 1.090, H15 1.090, H16 1.090
11 C -0.901 0.436 0.141  C10 1.578, C12 1.517, O13 1.358, H17 1.090
12 C 0.201 0.442 1.184  C11 1.517, H18 1.090, H19 1.090, H20 1.090
13 O -0.338 0.920 -0.996  C11 1.358, H21 0.960
14 H -0.692 -1.664 -0.733  C10 1.090
15 H -2.218 -0.830 -0.924  C10 1.090
16 H -1.839 -1.637 0.559  C10 1.090
17 H -1.711 1.101 0.442  C11 1.090
18 H 0.444 1.469 1.459  C12 1.090
19 H 1.079 0.034 0.684  C12 1.090
20 H -0.026 -0.216 2.022  C12 1.090
21 H 0.148 1.707 -0.740  O13 0.960
22 C 2.180 0.630 -4.630  C23 1.488, H26 1.090, H27 1.090, H28 1.090
23 C 0.747 0.296 -4.408  C22 1.488, C24 1.475, O25 1.382, H29 1.090
24 C 0.537 -0.962 -3.667  C23 1.475, H30 1.090, H31 1.090, H32 1.090
25 O 0.050 1.312 -3.779  C23 1.382, H33 0.960
26 H 2.703 0.663 -3.674  C22 1.090
27 H 2.309 1.595 -5.121  C22 1.090
28 H 2.626 -0.066 -5.339  C22 1.090
29 H 0.237 0.190 -5.365  C23 1.090
30 H 0.851 -0.915 -2.624  C24 1.090
31 H 1.164 -1.701 -4.167  C24 1.090
32 H -0.497 -1.305 -3.656  C24 1.090
33 H -0.381 0.967 -2.994  O25 0.960
34 Cl 1.370 -4.030 1.829  C35 1.821
35 C -0.132 -3.634 2.781  Cl34 1.821, C36 1.515, H38 1.090, H39 1.090
36 C -0.389 -4.652 3.872  C35 1.515, Cl37 1.758, H40 1.090, H41 1.090
37 Cl -1.223 -6.102 3.330  C36 1.758
38 H -0.997 -3.554 2.123  C35 1.090
39 H 0.064 -2.642 3.190  C35 1.090
40 H -1.038 -4.125 4.571  C36 1.090
41 H 0.503 -4.858 4.464  C36 1.090
42 Cl 5.318 -0.194 -1.175  C43 1.810
43 C 3.989 -1.423 -1.212  Cl42 1.810, C44 1.554, H46 1.090, H47 1.090
44 C 4.379 -2.814 -0.640  C43 1.554, Cl45 1.826, H48 1.090, H49 1.090
45 Cl 4.923 -2.726 1.101  C44 1.826
46 H 3.654 -1.470 -2.248  C43 1.090
47 H 3.159 -0.961 -0.678  C43 1.090
48 H 5.192 -3.128 -1.295  C44 1.090
49 H 3.475 -3.420 -0.708  C44 1.090
50 Cl -4.960 -4.802 -3.039  C51 1.811
51 C -4.519 -3.055 -2.853  Cl50 1.811, C52 1.542, H54 1.090, H55 1.090
52 C -4.326 -2.377 -4.224  C51 1.542, Cl53 1.834, H56 1.090, H57 1.090
53 Cl -2.655 -2.733 -4.889  C52 1.834
54 H -3.658 -2.964 -2.191  C51 1.090
55 H -5.382 -2.626 -2.343  C51 1.090
56 H -4.308 -1.291 -4.133  C52 1.090
57 H -5.021 -2.719 -4.991  C52 1.090
58 Cl -4.122 3.905 -4.095  C59 1.846
59 C -3.036 2.535 -3.499  Cl58 1.846, C60 1.525, H62 1.090, H63 1.090
60 C -3.539 2.008 -2.159  C59 1.525, Cl61 1.797, H64 1.090, H65 1.090
61 Cl -3.608 3.341 -0.956  C60 1.797
62 H -2.074 3.041 -3.420  C59 1.090
63 H -2.974 1.798 -4.300  C59 1.090
64 H -2.890 1.194 -1.834  C60 1.090
65 H -4.576 1.715 -2.319  C60 1.090
66 Cl -1.909 5.558 1.414  C67 1.785
67 C -1.347 3.910 1.805  Cl66 1.785, C68 1.513, H70 1.090, H71 1.090
68 C -0.365 3.953 2.955  C67 1.513, Cl69 1.775, H72 1.090, H73 1.090
69 Cl 1.186 4.776 2.690  C68 1.775
70 H -0.871 3.439 0.944  C67 1.090
71 H -2.202 3.299 2.093  C67 1.090
72 H -0.056 2.958 3.276  C68 1.090
73 H -0.771 4.441 3.840  C68 1.090
74 Cl 4.457 2.705 4.245  C75 1.773
75 C 3.842 1.961 2.758  Cl74 1.773, C76 1.566, H78 1.090, H79 1.090
76 C 4.005 2.823 1.461  C75 1.566, Cl77 1.790, H80 1.090, H81 1.090
77 Cl 5.792 2.914 1.399  C76 1.790
78 H 2.790 1.798 2.989  C75 1.090
79 H 4.314 0.979 2.723  C75 1.090
80 H 3.579 3.792 1.720  C76 1.090
81 H 3.653 2.373 0.532  C76 1.090
82 Cl 5.896 -1.759 5.916  C83 1.757
83 C 4.529 -0.873 5.258  Cl82 1.757, C84 1.512, H86 1.090, H87 1.090
84 C 3.337 -1.719 4.870  C83 1.512, Cl85 1.831, H88 1.090, H89 1.090
85 Cl 2.155 -0.628 3.996  C84 1.831
86 H 4.902 -0.372 4.364  C83 1.090
87 H 4.449 -0.037 5.952  C83 1.090
88 H 2.781 -2.005 5.763  C84 1.090
89 H 3.563 -2.633 4.320  C84 1.090
90 Cl -1.881 -4.873 0.172  C91 1.790
91 C -0.786 -5.468 -1.113  Cl90 1.790, C92 1.533, H94 1.090, H95 1.090
92 C -0.346 -4.472 -2.193  C91 1.533, Cl93 1.781, H96 1.090, H97 1.090
93 Cl 1.240 -3.749 -1.825  C92 1.781
94 H -1.489 -6.157 -1.580  C91 1.090
95 H -0.025 -6.127 -0.693  C91 1.090
96 H -1.020 -3.616 -2.211  C92 1.090
97 H -0.320 -4.924 -3.185  C92 1.090
98 Cl -3.952 -0.450 2.299  C99 1.777
99 C -5.349 0.104 3.248  Cl98 1.777, C100 1.551, H102 1.090, H103 1.090
100 C -5.057 1.484 3.892  C99 1.551, Cl101 1.809, H104 1.090, H105 1.090
101 Cl -4.890 2.838 2.704  C100 1.809
102 H -5.493 -0.730 3.936  C99 1.090
103 H -6.150 0.207 2.517  C99 1.090
104 H -4.149 1.484 4.496  C100 1.090
105 H -5.925 1.720 4.507  C100 1.090

=====

ORCA calculation (the ωB97M-V functional and the def2-TZVPD basis) on a cluster of 3 separate species, C26H57ClF3N2O7PSi in total in a non-equilibrium geometry.

As for the SMILES: CCOP(=O)(CCC[Si@](Cl)(CCCCCCCCOC(C)=O)C(F)(F)F)OCC.COC[C@@H](C)N.COC[C@@H](C)N. The net charge is 0. The gap between HOMO and LUMO comes out at 9.9 eV. The calculated total energy comes out at -83045.1197 eV. Its LUMO energy is 0.63 eV.

Each atom is followed by the atoms it is bonded to, with distances in Å.
Geometry (Å):
1 C 0.936 3.277 -0.078  C2 1.511, H30 1.091, H31 1.092, H32 1.091
2 C 1.141 2.120 -1.028  C1 1.511, O3 1.446, H33 1.091, H34 1.093
3 O 2.245 1.301 -0.577  C2 1.446, P4 1.595
4 P 1.955 -0.167 -0.024  O3 1.595, O5 1.476, C6 1.792, O27 1.589
5 O 0.699 -0.264 0.745  P4 1.476
6 C 2.095 -1.253 -1.443  P4 1.792, C7 1.547, H35 1.093, H36 1.092
7 C 2.141 -2.776 -1.176  C6 1.547, C8 1.536, H37 1.091, H38 1.094
8 C 1.426 -3.241 0.102  C7 1.536, Si9 1.853, H39 1.098, H40 1.092
9 Si -0.427 -3.208 0.095  C8 1.853, Cl10 2.052, C11 1.850, C23 1.941
10 Cl -1.211 -1.921 -1.298  Si9 2.052
11 C -1.150 -2.928 1.774  Si9 1.850, C12 1.545, H41 1.095, H42 1.096
12 C -2.654 -2.577 1.804  C11 1.545, C13 1.528, H43 1.095, H44 1.096
13 C -2.880 -1.136 2.260  C12 1.528, C14 1.533, H45 1.095, H46 1.095
14 C -4.334 -0.767 2.577  C13 1.533, C15 1.544, H47 1.094, H48 1.096
15 C -5.413 -1.162 1.545  C14 1.544, C16 1.542, H49 1.095, H50 1.092
16 C -5.903 -0.014 0.639  C15 1.542, C17 1.529, H51 1.092, H52 1.097
17 C -5.251 0.032 -0.743  C16 1.529, C18 1.520, H53 1.094, H54 1.095
18 C -3.759 0.311 -0.665  C17 1.520, O19 1.433, H55 1.095, H56 1.088
19 O -3.198 0.666 -1.935  C18 1.433, C20 1.356
20 C -3.544 1.837 -2.525  O19 1.356, C21 1.512, O22 1.188
21 C -3.707 3.056 -1.644  C20 1.512, H57 1.092, H58 1.086, H59 1.091
22 O -3.626 1.894 -3.709  C20 1.188
23 C -1.024 -4.951 -0.516  Si9 1.941, F24 1.362, F25 1.352, F26 1.360
24 F -1.071 -5.837 0.517  C23 1.362
25 F -2.260 -4.936 -1.065  C23 1.352
26 F -0.196 -5.508 -1.441  C23 1.360
27 O 3.299 -0.464 0.769  P4 1.589, C28 1.452
28 C 3.686 0.421 1.853  O27 1.452, C29 1.520, H60 1.093, H61 1.090
29 C 4.810 1.350 1.425  C28 1.520, H62 1.090, H63 1.090, H64 1.090
30 H 1.806 3.937 -0.079  C1 1.091
31 H 0.063 3.858 -0.380  C1 1.092
32 H 0.778 2.904 0.935  C1 1.091
33 H 1.410 2.465 -2.027  C2 1.091
34 H 0.238 1.508 -1.098  C2 1.093
35 H 1.231 -1.012 -2.069  C6 1.093
36 H 2.982 -0.919 -1.985  C6 1.092
37 H 3.178 -3.115 -1.168  C7 1.091
38 H 1.672 -3.267 -2.033  C7 1.094
39 H 1.706 -4.283 0.302  C8 1.098
40 H 1.762 -2.669 0.970  C8 1.092
41 H -0.935 -3.823 2.368  C11 1.095
42 H -0.569 -2.107 2.209  C11 1.096
43 H -3.196 -3.258 2.468  C12 1.095
44 H -3.093 -2.720 0.810  C12 1.096
45 H -2.455 -0.451 1.519  C13 1.095
46 H -2.286 -0.980 3.167  C13 1.095
47 H -4.589 -1.192 3.552  C14 1.094
48 H -4.380 0.320 2.710  C14 1.096
49 H -5.054 -1.978 0.910  C15 1.095
50 H -6.273 -1.568 2.081  C15 1.092
51 H -6.983 -0.094 0.499  C16 1.092
52 H -5.723 0.942 1.146  C16 1.097
53 H -5.402 -0.925 -1.252  C17 1.094
54 H -5.740 0.796 -1.356  C17 1.095
55 H -3.547 1.078 0.087  C18 1.095
56 H -3.210 -0.584 -0.379  C18 1.088
57 H -4.736 3.416 -1.709  C21 1.092
58 H -3.441 2.893 -0.604  C21 1.086
59 H -3.056 3.826 -2.060  C21 1.091
60 H 2.802 0.968 2.191  C28 1.093
61 H 3.992 -0.229 2.672  C28 1.090
62 H 4.444 2.356 1.224  C29 1.090
63 H 5.588 1.397 2.186  C29 1.090
64 H 5.261 0.978 0.504  C29 1.090
65 C -0.649 4.859 -3.946  O66 1.416, H71 1.095, H72 1.092, H73 1.089
66 O -1.137 5.302 -2.693  C65 1.416, C67 1.414
67 C -0.446 6.387 -2.107  O66 1.414, C68 1.533, H74 1.093, H75 1.099
68 C -0.853 7.769 -2.629  C67 1.533, C69 1.525, N70 1.463, H76 1.096
69 C -0.325 8.090 -4.023  C68 1.525, H77 1.090, H78 1.089, H79 1.091
70 N -2.300 7.985 -2.605  C68 1.463, H80 1.015, H81 1.016
71 H 0.440 4.955 -3.999  C65 1.095
72 H -1.092 5.408 -4.780  C65 1.092
73 H -0.920 3.808 -4.046  C65 1.089
74 H -0.687 6.341 -1.042  C67 1.093
75 H 0.639 6.240 -2.210  C67 1.099
76 H -0.411 8.489 -1.931  C68 1.096
77 H -0.906 7.580 -4.791  C69 1.090
78 H -0.406 9.160 -4.212  C69 1.089
79 H 0.721 7.798 -4.132  C69 1.091
80 H -2.648 7.916 -1.655  N70 1.015
81 H -2.749 7.230 -3.116  N70 1.016
82 C 4.059 -6.871 1.402  O83 1.413, H88 1.095, H89 1.093, H90 1.089
83 O 3.426 -5.608 1.419  C82 1.413, C84 1.412
84 C 3.362 -4.956 2.670  O83 1.412, C85 1.530, H91 1.094, H92 1.098
85 C 4.613 -4.145 3.014  C84 1.530, C86 1.524, N87 1.464, H93 1.096
86 C 5.807 -4.985 3.449  C85 1.524, H94 1.091, H95 1.089, H96 1.091
87 N 5.018 -3.264 1.917  C85 1.464, H97 1.014, H98 1.016
88 H 3.845 -7.431 2.318  C82 1.095
89 H 5.143 -6.791 1.285  C82 1.093
90 H 3.657 -7.421 0.552  C82 1.089
91 H 2.527 -4.254 2.582  C84 1.094
92 H 3.115 -5.673 3.464  C84 1.098
93 H 4.326 -3.504 3.856  C85 1.096
94 H 6.287 -5.459 2.592  C86 1.091
95 H 6.552 -4.352 3.929  C86 1.089
96 H 5.511 -5.766 4.152  C86 1.091
97 H 4.264 -2.627 1.681  N87 1.014
98 H 5.149 -3.830 1.083  N87 1.016

=====

ORCA calculation (the ωB97M-V functional and the def2-TZVPD basis) on a cluster of 9 separate species, C26H57IN2O13S5 in total in a non-equilibrium geometry.

The net charge is 0. The gap between HOMO and LUMO comes out at 6.7 eV. The value obtained for the relative energy (zero: lowest compared OMol25 entry of this formula, charge and spin) is 122.2 kcal/mol. The calculated total energy comes out at -119740.9957 eV. Its LUMO energy is -0.60 eV.

Each atom is followed by the atoms it is bonded to, with distances in Å.
Geometry (Å):
1 C -2.628 1.191 1.357  C2 1.572, H8 0.935, H9 1.088, H10 0.973
2 C -1.469 0.615 0.464  C1 1.572, O3 1.266, N4 1.532
3 O -0.258 0.710 0.820  C2 1.266
4 N -1.962 -0.360 -0.610  C2 1.532, H5 0.991, H6 1.075, C7 1.405
5 H -2.852 -0.712 -0.353  N4 0.991
6 H -2.464 0.156 -1.408  N4 1.075
7 C -1.118 -1.336 -1.167  N4 1.405, H11 1.205, H12 1.063, H13 0.961
8 H -2.381 1.368 2.241  C1 0.935
9 H -3.593 0.693 1.422  C1 1.088
10 H -2.483 2.124 1.121  C1 0.973
11 H -1.919 -2.075 -1.680  C7 1.205
12 H -0.633 -1.748 -0.315  C7 1.063
13 H -0.480 -1.017 -1.811  C7 0.961
14 C -5.380 -1.021 -4.408  C15 1.571, H21 1.073, H22 0.975, H23 1.247
15 C -3.872 -0.585 -4.337  C14 1.571, O16 1.233, N17 1.471
16 O -2.986 -1.378 -4.011  C15 1.233
17 N -3.553 0.842 -4.493  C15 1.471, H18 0.864, H19 1.050, C20 1.511
18 H -4.235 1.335 -4.688  N17 0.864
19 H -3.067 1.090 -3.596  N17 1.050
20 C -2.422 1.039 -5.476  N17 1.511, H24 1.109, H25 1.005, H26 1.111
21 H -5.457 -2.068 -4.628  C14 1.073
22 H -5.914 -0.573 -5.090  C14 0.975
23 H -6.039 -0.923 -3.354  C14 1.247
24 H -2.110 2.099 -5.386  C20 1.109
25 H -2.821 0.994 -6.397  C20 1.005
26 H -1.655 0.266 -5.255  C20 1.111
27 I -5.021 -2.056 -0.298  no bonds
28 O -2.891 1.654 -2.091  H29 0.976
29 H -2.349 2.422 -1.829  O28 0.976
30 C 0.525 3.345 2.377  C31 1.471, C36 1.493, H37 1.229, H38 0.973
31 C 0.229 4.770 2.591  C30 1.471, C32 1.390, H39 1.085, H40 1.161
32 C -0.871 4.837 3.438  C31 1.390, S33 1.701, H41 1.132, H42 1.141
33 S -0.845 3.570 4.572  C32 1.701, O34 1.485, O35 1.409, C36 1.840
34 O -2.053 2.710 4.484  S33 1.485
35 O -0.481 4.089 5.830  S33 1.409
36 C 0.526 2.688 3.718  C30 1.493, S33 1.840, H43 1.088, H44 1.038
37 H 1.574 3.418 1.740  C30 1.229
38 H -0.280 3.131 1.875  C30 0.973
39 H 0.031 5.419 1.744  C31 1.085
40 H 1.087 5.359 3.105  C31 1.161
41 H -1.807 4.628 2.837  C32 1.132
42 H -0.992 5.846 3.956  C32 1.141
43 H 0.270 1.634 3.804  C36 1.088
44 H 1.506 2.914 3.976  C36 1.038
45 C -1.283 -3.616 3.108  C46 1.527, C51 1.512, H52 1.323, H53 1.065
46 C -0.313 -2.458 3.331  C45 1.527, C47 1.416, H54 1.019, H55 1.098
47 C -0.852 -1.568 4.292  C46 1.416, S48 1.788, H56 1.202, H57 1.274
48 S -2.624 -1.808 4.279  C47 1.788, O49 1.463, O50 1.457, C51 1.774
49 O -3.240 -0.595 3.740  S48 1.463
50 O -3.092 -2.299 5.568  S48 1.457
51 C -2.690 -3.067 3.031  C45 1.512, S48 1.774, H58 0.963, H59 0.834
52 H -0.999 -4.447 4.098  C45 1.323
53 H -1.251 -4.122 2.171  C45 1.065
54 H -0.386 -2.011 2.418  C46 1.019
55 H 0.711 -2.828 3.469  C46 1.098
56 H -0.633 -0.440 3.939  C47 1.202
57 H -0.506 -1.641 5.516  C47 1.274
58 H -3.085 -2.801 2.194  C51 0.963
59 H -3.232 -3.633 3.315  C51 0.834
60 C 0.551 2.206 -1.975  C61 1.522, C66 1.478, H67 1.207, H68 1.135
61 C 1.004 2.150 -3.427  C60 1.522, C62 1.456, H69 1.059, H70 1.097
62 C 0.695 3.457 -3.990  C61 1.456, S63 1.722, H71 0.987, H72 1.141
63 S 1.003 4.514 -2.666  C62 1.722, O64 1.424, O65 1.459, C66 1.704
64 O -0.052 5.469 -2.613  S63 1.424
65 O 2.308 5.138 -2.854  S63 1.459
66 C 0.910 3.479 -1.316  C60 1.478, S63 1.704, H73 1.018, H74 0.997
67 H 1.203 1.428 -1.322  C60 1.207
68 H -0.556 1.956 -1.939  C60 1.135
69 H 0.501 1.303 -3.817  C61 1.059
70 H 2.097 2.055 -3.447  C61 1.097
71 H -0.180 3.568 -4.433  C62 0.987
72 H 1.425 3.644 -4.847  C62 1.141
73 H 0.151 3.655 -0.661  C66 1.018
74 H 1.764 3.548 -0.806  C66 0.997
75 C 3.395 0.326 -0.150  C76 1.445, C81 1.585, H82 1.053, H83 1.242
76 C 4.778 -0.091 -0.135  C75 1.445, C77 1.439, H84 1.131, H85 1.160
77 C 5.086 -1.052 0.891  C76 1.439, S78 1.710, H86 1.110, H87 1.047
78 S 4.001 -0.599 2.133  C77 1.710, O79 1.457, O80 1.433, C81 1.767
79 O 4.727 -0.091 3.289  S78 1.457
80 O 2.923 -1.540 2.213  S78 1.433
81 C 3.187 0.765 1.359  C75 1.585, S78 1.767, H88 1.093, H89 1.098
82 H 2.883 -0.406 -0.707  C75 1.053
83 H 3.326 1.454 -0.664  C75 1.242
84 H 5.520 0.761 -0.093  C76 1.131
85 H 5.234 -0.342 -1.172  C76 1.160
86 H 6.150 -1.130 1.196  C77 1.110
87 H 4.666 -1.915 0.473  C77 1.047
88 H 3.669 1.635 1.812  C81 1.093
89 H 2.180 0.673 1.786  C81 1.098
90 C 3.604 -5.213 -0.468  C91 1.555, C96 1.744, H97 1.161, H98 1.259
91 C 2.280 -5.181 0.347  C90 1.555, C92 1.387, H99 1.147, H100 1.246
92 C 1.460 -4.110 0.024  C91 1.387, S93 1.776, H101 1.007, H102 1.136
93 S 1.749 -3.756 -1.692  C92 1.776, O94 1.436, O95 1.499, C96 1.648
94 O 2.232 -2.417 -1.879  S93 1.436
95 O 0.409 -4.029 -2.305  S93 1.499
96 C 2.823 -4.965 -2.008  C90 1.744, S93 1.648, H103 1.022, H104 1.043
97 H 3.784 -6.356 -0.376  C90 1.161
98 H 4.261 -4.139 -0.434  C90 1.259
99 H 2.510 -5.252 1.468  C91 1.147
100 H 1.777 -6.313 0.210  C91 1.246
101 H 1.631 -3.228 0.479  C92 1.007
102 H 0.382 -4.259 0.350  C92 1.136
103 H 3.369 -4.806 -2.857  C96 1.022
104 H 2.232 -5.798 -2.218  C96 1.043